# 1
This record from the OMol25 dataset describes 15 unconnected molecules or ions with the total composition C46H108Cl14O16 at a distorted geometry. The level of theory is the ωB97M-V functional and the def2-TZVPD basis.

Atoms and positions in Å:
C -0.024 -3.339 -3.792
O 0.578 -4.002 -2.683
C -0.381 -4.453 -1.711
C 0.315 -4.925 -0.403
O 1.080 -6.119 -0.361
C 1.979 -6.289 -1.418
H -0.631 -2.574 -3.308
H -0.675 -3.942 -4.426
H 0.883 -2.883 -4.188
H -0.819 -5.364 -2.119
H -1.133 -3.697 -1.484
H -0.380 -5.128 0.412
H 0.860 -4.071 0.001
H 1.528 -6.124 -2.396
H 2.582 -7.193 -1.508
H 2.742 -5.511 -1.385
C -2.673 -5.544 5.049
O -1.929 -4.707 5.889
C -2.309 -4.711 7.198
C -3.072 -3.442 7.684
O -4.199 -3.005 6.940
C -3.919 -2.191 5.855
H -3.727 -5.305 4.906
H -2.699 -6.564 5.432
H -2.243 -5.741 4.067
H -1.398 -4.738 7.796
H -2.736 -5.664 7.512
H -2.347 -2.666 7.928
H -3.546 -3.706 8.630
H -4.728 -2.369 5.146
H -2.980 -2.431 5.358
H -3.913 -1.162 6.213
C -6.054 -3.928 -2.804
O -5.428 -2.984 -3.728
C -4.947 -1.748 -3.186
C -4.742 -0.807 -4.377
O -3.534 -1.128 -5.026
C -3.588 -0.684 -6.413
H -5.732 -4.948 -3.011
H -7.127 -3.945 -2.993
H -5.912 -3.680 -1.752
H -3.946 -1.904 -2.784
H -5.605 -1.179 -2.529
H -4.588 0.181 -3.942
H -5.649 -0.716 -4.974
H -2.934 -1.270 -7.059
H -3.417 0.392 -6.446
H -4.448 -1.026 -6.988
C -8.833 1.479 2.255
O -7.890 0.424 2.201
C -8.092 -0.291 0.979
C -7.076 -1.477 0.950
O -5.776 -1.039 1.379
C -4.862 -2.016 1.768
H -9.797 1.193 2.675
H -8.823 2.106 1.363
H -8.382 2.080 3.045
H -8.072 0.341 0.091
H -9.065 -0.782 1.019
H -6.962 -1.983 -0.008
H -7.520 -2.154 1.681
H -4.136 -2.144 0.966
H -5.251 -3.032 1.828
H -4.322 -1.747 2.676
C 4.753 5.658 2.049
O 3.896 4.885 2.973
C 2.461 5.142 2.866
C 1.665 4.476 4.010
O 1.610 2.970 3.918
C 2.807 2.228 4.195
H 5.519 6.148 2.650
H 4.302 6.484 1.498
H 5.214 4.925 1.387
H 2.085 4.545 2.035
H 2.320 6.205 2.675
H 0.635 4.832 4.047
H 2.117 4.857 4.926
H 3.809 2.481 3.851
H 2.546 1.232 3.835
H 2.883 2.084 5.273
C -0.606 3.189 -0.744
O -0.270 2.411 -1.871
C -1.417 1.930 -2.527
C -1.156 1.470 -4.031
O -1.580 2.559 -4.934
C -0.899 2.324 -6.133
H 0.258 3.222 -0.081
H -1.374 2.692 -0.150
H -0.924 4.210 -0.956
H -2.217 2.670 -2.537
H -1.873 1.112 -1.968
H -1.873 0.674 -4.233
H -0.119 1.160 -4.166
H 0.176 2.490 -6.065
H -1.210 3.132 -6.796
H -1.156 1.361 -6.575
C 1.567 5.029 -8.077
O 1.852 4.291 -6.908
C 3.096 3.566 -6.858
C 3.146 2.504 -5.721
O 3.279 3.074 -4.353
C 3.282 2.117 -3.294
H 0.502 5.256 -8.039
H 1.634 4.352 -8.929
H 2.227 5.861 -8.322
H 3.931 4.255 -6.731
H 3.191 3.080 -7.829
H 4.048 1.900 -5.816
H 2.326 1.788 -5.788
H 2.291 1.686 -3.439
H 3.363 2.547 -2.295
H 4.082 1.378 -3.322
C 8.057 3.250 -3.182
O 7.979 3.350 -1.729
C 6.663 3.268 -1.177
C 5.960 4.639 -1.345
O 6.579 5.559 -0.418
C 6.433 6.883 -0.828
H 9.040 2.968 -3.559
H 7.791 4.209 -3.626
H 7.295 2.564 -3.552
H 6.687 2.974 -0.128
H 6.261 2.395 -1.690
H 4.890 4.525 -1.172
H 6.173 5.018 -2.344
H 5.365 7.100 -0.840
H 6.838 7.022 -1.830
H 6.954 7.555 -0.146
Cl -1.017 -1.515 1.213
C 0.614 -0.728 1.140
C 1.183 -1.064 -0.279
Cl 2.665 -0.173 -0.574
H 1.271 -1.053 1.946
H 0.438 0.346 1.194
H 0.434 -0.692 -0.978
H 1.424 -2.127 -0.261
Cl 4.150 -1.609 3.257
C 5.717 -1.198 2.577
C 6.075 0.167 3.093
Cl 6.463 0.057 4.811
H 5.737 -1.106 1.491
H 6.433 -1.993 2.785
H 5.355 0.940 2.827
H 6.958 0.552 2.582
Cl -5.293 1.344 5.787
C -5.277 1.733 4.073
C -3.909 2.148 3.609
Cl -3.450 3.806 4.299
H -6.014 2.492 3.812
H -5.600 0.820 3.572
H -3.934 2.346 2.537
H -3.228 1.338 3.870
Cl 2.966 -0.838 9.377
C 3.150 -1.689 7.863
C 1.919 -1.603 7.088
Cl 1.605 0.017 6.415
H 3.427 -2.735 8.000
H 3.961 -1.243 7.287
H 1.118 -2.001 7.710
H 1.985 -2.261 6.222
Cl 2.975 -1.118 -4.636
C 4.486 -2.124 -4.602
C 4.392 -3.187 -3.469
Cl 3.099 -4.409 -3.983
H 5.314 -1.415 -4.596
H 4.666 -2.744 -5.480
H 4.206 -2.669 -2.528
H 5.319 -3.733 -3.299
Cl 2.129 -4.559 4.324
C 1.759 -5.543 2.889
C 2.942 -5.867 1.994
Cl 4.157 -6.618 3.009
H 0.974 -4.988 2.376
H 1.301 -6.472 3.228
H 3.454 -4.981 1.619
H 2.746 -6.706 1.326
Cl -5.139 3.335 -3.115
C -5.406 3.340 -1.282
C -5.832 1.961 -0.835
Cl -4.365 0.881 -0.853
H -6.131 4.098 -0.985
H -4.453 3.696 -0.890
H -6.494 1.496 -1.565
H -6.166 2.107 0.192

Summary:
LUMO	0.007	Ha
relative energy (zero: lowest compared OMol25 entry of this formula, charge and spin)	3.3067	eV
spin multiplicity	1
electronic energy	-9463.4529	a.u.
HOMO-LUMO gap	9.294	eV
E_HOMO	-9.113	eV

=====

# 2
This record from the OMol25 dataset describes a molecular structure, C29H27LiN4O3Sb. The level of theory is the ωB97M-V functional and the def2-TZVPD basis.

Atoms and positions in Å:
Li -0.973 0.425 -0.352
C -3.459 -0.689 1.170
C -2.717 -1.584 0.224
C -3.368 -2.346 -0.746
C -2.620 -3.107 -1.620
C -1.237 -3.124 -1.495
C -0.665 -2.380 -0.473
N -1.389 -1.650 0.378
Sb 1.419 -2.741 0.033
C 1.271 -2.048 2.063
C 1.691 -2.839 3.129
C 1.569 -2.324 4.412
C 1.038 -1.056 4.580
C 0.639 -0.329 3.457
C 0.064 1.052 3.559
N 0.760 -0.834 2.231
C 2.576 -1.053 -0.684
C 3.378 -1.217 -1.812
C 4.169 -0.155 -2.220
C 4.130 1.027 -1.500
C 3.313 1.107 -0.375
C 3.221 2.353 0.456
N 2.574 0.071 0.024
H -4.527 -0.686 0.956
H -3.069 0.327 1.062
H -3.291 -1.008 2.201
H -4.446 -2.306 -0.834
H -3.107 -3.685 -2.396
H -0.618 -3.716 -2.158
H 2.099 -3.827 2.953
H 1.885 -2.904 5.272
H 0.931 -0.631 5.571
H -0.070 1.356 4.597
H -0.882 1.107 3.019
H 0.719 1.763 3.052
H 3.370 -2.153 -2.356
H 4.796 -0.244 -3.100
H 4.727 1.878 -1.807
H 3.725 3.192 -0.022
H 3.668 2.181 1.438
H 2.171 2.610 0.610
O -0.722 4.060 0.874
C -0.692 2.937 0.348
O -1.050 1.828 0.836
C -0.149 2.880 -1.092
C 0.126 4.089 -1.781
C 0.656 4.036 -3.033
C 0.802 2.776 -3.667
C 1.270 2.618 -4.991
C 1.285 1.383 -5.580
C 0.813 0.254 -4.875
C 0.402 0.373 -3.577
C 0.424 1.630 -2.930
N 0.046 1.700 -1.626
H -0.063 5.016 -1.259
H 0.945 4.937 -3.565
H 1.591 3.496 -5.541
H 1.634 1.270 -6.600
H 0.770 -0.707 -5.374
H -0.005 -0.461 -3.014
C -3.026 1.028 -2.372
O -2.189 0.271 -1.614
H -4.106 0.806 -2.190
H -2.880 0.888 -3.468
H -2.924 2.125 -2.196

Summary:
charge	-1
LUMO	0.099	Ha
relative energy (zero: lowest compared OMol25 entry of this formula, charge and spin)	0.5494	eV
spin multiplicity	1
electronic energy	-1813.9290	a.u.
HOMO-LUMO gap	6.532	eV
E_HOMO	-3.846	eV

=====

# 3
This record from the OMol25 dataset describes a molecular structure, C45H69BrN3O8SSiW at a distorted geometry. The level of theory is the ωB97M-V functional and the def2-TZVPD basis.

Atoms and positions in Å:
W -0.209 0.060 0.305
C 2.785 0.809 3.284
C 1.448 1.449 2.935
C 1.005 2.495 3.953
O 0.417 0.444 2.783
C 1.553 2.125 1.557
O 2.458 2.869 1.275
O 0.544 1.834 0.777
H 2.843 0.571 4.347
H 3.587 1.502 3.035
H 2.922 -0.103 2.702
H 1.016 2.078 4.961
H -0.004 2.835 3.719
H 1.685 3.344 3.911
H 0.464 -0.144 3.544
O 0.398 -3.427 -1.464
C 0.491 -2.393 -0.871
O -0.338 -1.359 -1.010
C 1.544 -2.153 0.235
O 2.404 -2.951 0.493
O 1.344 -1.020 0.869
C -3.883 -4.619 3.045
C -2.753 -4.367 4.056
C -2.798 -5.444 5.155
C -3.039 -2.998 4.693
Si -1.029 -4.457 3.188
Br -1.234 -2.036 1.708
C 0.519 -4.038 4.268
C 0.187 -3.029 5.379
C 1.010 -5.339 4.932
C 1.663 -3.439 3.443
C -0.830 -5.754 1.778
C -1.714 -5.442 0.560
C -1.222 -7.132 2.346
C 0.620 -5.833 1.279
H -4.842 -4.499 3.555
H -3.854 -5.626 2.633
H -3.835 -3.892 2.232
H -3.774 -5.407 5.642
H -2.035 -5.276 5.917
H -2.660 -6.447 4.752
H -4.031 -3.027 5.148
H -3.030 -2.219 3.931
H -2.329 -2.739 5.473
H -0.482 -3.458 6.125
H -0.268 -2.126 4.968
H 1.112 -2.750 5.887
H 0.224 -5.816 5.521
H 1.840 -5.102 5.601
H 1.367 -6.060 4.196
H 1.376 -2.482 3.006
H 1.991 -4.087 2.635
H 2.523 -3.271 4.096
H -2.773 -5.398 0.810
H -1.575 -6.233 -0.180
H -1.428 -4.499 0.095
H -2.273 -7.171 2.633
H -0.618 -7.399 3.216
H -1.056 -7.885 1.574
H 0.950 -4.892 0.840
H 0.677 -6.592 0.496
H 1.311 -6.125 2.070
C -3.003 0.691 2.835
C -3.293 0.895 1.338
C -3.979 2.274 1.240
C -1.990 0.868 0.545
C -4.257 -0.143 0.764
C -4.666 -0.022 -0.563
C -5.589 -0.895 -1.113
C -6.114 -1.923 -0.343
C -5.696 -2.072 0.968
C -4.778 -1.188 1.518
H -2.592 -0.290 3.055
H -2.283 1.445 3.155
H -3.917 0.818 3.417
H -3.302 3.056 1.593
H -4.871 2.282 1.866
H -4.287 2.511 0.223
H -1.938 1.787 -0.065
H -4.265 0.773 -1.179
H -5.899 -0.771 -2.141
H -6.857 -2.591 -0.759
H -6.097 -2.877 1.571
H -4.473 -1.324 2.547
C 4.584 0.575 -3.196
N 3.656 0.878 -2.118
C 3.792 2.226 -1.586
C 2.578 0.128 -1.840
N 1.571 0.603 -1.150
N 2.542 -1.206 -2.263
C 3.734 -2.034 -2.121
C 1.797 -1.448 -3.502
H 4.689 1.454 -3.833
H 4.214 -0.232 -3.818
H 5.568 0.309 -2.806
H 4.844 2.503 -1.616
H 3.463 2.295 -0.552
H 3.226 2.941 -2.192
H 1.664 1.608 -1.061
H 4.343 -1.672 -1.295
H 4.342 -2.081 -3.029
H 3.410 -3.046 -1.879
H 2.446 -1.340 -4.380
H 0.987 -0.729 -3.585
H 1.393 -2.459 -3.493
O 0.360 1.376 -3.419
S -0.730 1.529 -2.431
C -2.201 1.064 -3.365
C -2.628 -0.244 -3.190
C -3.622 -0.748 -4.015
C -4.184 0.064 -4.989
C -3.762 1.379 -5.142
C -2.751 1.882 -4.339
C -0.958 3.311 -2.295
C -2.130 3.864 -1.796
C -2.240 5.242 -1.699
C -1.179 6.053 -2.080
C -0.008 5.490 -2.567
C 0.105 4.112 -2.675
H -2.176 -0.860 -2.421
H -3.951 -1.771 -3.894
H -4.945 -0.338 -5.645
H -4.209 2.011 -5.897
H -2.390 2.892 -4.481
H -2.959 3.232 -1.504
H -3.159 5.683 -1.337
H -1.276 7.128 -2.014
H 0.817 6.122 -2.864
H 0.996 3.653 -3.080

Summary:
charge	+1
LUMO	-0.137	Ha
relative energy (zero: lowest compared OMol25 entry of this formula, charge and spin)	2.1086	eV
spin multiplicity	1
electronic energy	-5850.9231	a.u.
HOMO-LUMO gap	6.966	eV
E_HOMO	-10.695	eV

=====

# 4
This record from the OMol25 dataset describes 3 unconnected molecules or ions with the total composition C2H12NO2S at a distorted geometry. The level of theory is the ωB97M-V functional and the def2-TZVPD basis.

Atoms and positions in Å:
C 0.564 0.143 0.638
C -0.077 1.430 0.183
S -0.940 1.040 -1.430
N -0.426 -1.033 0.788
H 0.986 0.191 1.639
H 1.263 -0.253 -0.100
H 0.587 2.272 0.344
H -0.904 1.731 0.836
H -0.063 1.114 -2.489
H -0.755 -1.253 -0.156
H -1.276 -0.804 1.309
H 0.052 -1.802 1.256
H -3.904 -2.397 1.736
H -3.504 -0.887 2.019
O -3.253 -1.722 1.631
H 5.058 -0.229 -1.570
H 5.027 0.297 -0.123
O 4.738 -0.415 -0.699

Summary:
charge	+1
LUMO	-0.117	Ha
relative energy (zero: lowest compared OMol25 entry of this formula, charge and spin)	1.0051	eV
spin multiplicity	1
electronic energy	-686.5590	a.u.
HOMO-LUMO gap	10.331	eV
E_HOMO	-13.524	eV